Entry 1:
A cluster of 2 separate species, C4H12O3 in total in a non-equilibrium geometry. Source: the OMol25 dataset; level of theory: ωB97M-V/def2-TZVPD.

## Properties
charge: 0
gap between HOMO and LUMO: 10.34 eV
SMILES: OCCCCO.O
largest force on an atom: 1.952 eV/Å
relative energy (zero: lowest compared OMol25 entry of this formula, charge and spin): 17.4 kcal per mole
E_HOMO: -9.76 eV

Last column: natural (NBO) charge in e.
Positions of all 19 atoms, in Å:
1 O -0.36 -2.82 1.39  -0.7176
2 C -0.81 -1.46 1.53  -0.0563
3 C -0.17 -0.56 0.47  -0.4234
4 C -0.68 0.88 0.49  -0.4459
5 C -0.42 1.74 -0.78  -0.0462
6 O 0.85 2.32 -0.73  -0.7491
7 H 0.49 -2.84 1.83  0.4598
8 H -1.89 -1.51 1.38  0.1749
9 H -0.62 -1.09 2.54  0.1607
10 H 0.92 -0.61 0.59  0.1858
11 H -0.41 -1.06 -0.48  0.1924
12 H 0.03 1.38 1.17  0.2200
13 H -1.68 0.99 0.92  0.2049
14 H -1.14 2.56 -0.73  0.1714
15 H -0.57 1.13 -1.67  0.1609
16 H 1.52 1.89 -1.27  0.5000
17 O 1.79 0.05 -2.18  -0.9500
18 H 1.39 -0.35 -2.95  0.4780
19 H 1.77 -0.66 -1.52  0.4798

Entry 2:
A cluster of 10 separate species, BF4H18O9 in total in a non-equilibrium geometry. Source: the OMol25 dataset; level of theory: ωB97M-V/def2-TZVPD.

## Properties
charge: -1
gap between HOMO and LUMO: 10.45 eV
largest force on an atom: 3.105 eV/Å
relative energy (zero: lowest compared OMol25 entry of this formula, charge and spin): 20.2 kcal per mole
E_HOMO: -7.86 eV

Last column: natural (NBO) charge in e.
Positions of all 32 atoms, in Å:
1 B 12.41 16.64 -25.50  1.3209
2 F 11.37 15.85 -25.67  -0.5302
3 F 12.14 17.98 -25.77  -0.5800
4 F 12.85 16.71 -24.18  -0.5968
5 F 13.42 16.27 -26.35  -0.5616
6 O 11.17 14.40 -27.90  -0.9892
7 H 11.37 14.95 -27.07  0.5018
8 H 11.56 14.82 -28.65  0.4602
9 O 9.80 19.28 -25.36  -0.9492
10 H 10.69 18.98 -25.32  0.4867
11 H 9.85 20.00 -24.69  0.4503
12 O 13.49 19.06 -22.73  -0.9495
13 H 13.81 18.23 -22.30  0.4652
14 H 13.33 18.70 -23.60  0.4971
15 O 11.89 12.96 -25.36  -0.9436
16 H 12.67 13.09 -24.83  0.4793
17 H 11.59 12.10 -25.06  0.4683
18 O 11.16 17.81 -21.80  -0.9808
19 H 11.87 18.36 -22.01  0.4746
20 H 10.98 17.23 -22.55  0.4885
21 O 11.00 14.78 -22.92  -0.9706
22 H 11.63 15.03 -22.22  0.4640
23 H 11.32 14.87 -23.82  0.5025
24 O 9.09 13.88 -25.14  -0.9528
25 H 9.97 13.68 -25.46  0.4855
26 H 8.66 14.24 -25.89  0.4609
27 O 14.35 14.55 -23.48  -0.9662
28 H 14.05 15.39 -23.12  0.4994
29 H 14.01 13.84 -22.92  0.4738
30 O 14.80 13.47 -26.02  -0.9702
31 H 14.11 14.04 -26.38  0.4806
32 H 14.88 13.98 -25.22  0.4809